{"formula": "C4H3N3O", "method": "ωB97M-V/def2-TZVPD", "e_above_lowest_kj_mol": 315.6, "orbital_gap_ev": 9.3, "e_homo_ev": -9.85, "symbols": ["C", "C", "C", "C", "H", "H", "H", "N", "N", "N", "O"], "positions_angstrom": [[1.746910, 0.386954, 0.053427], [0.186665, -0.936867, -0.055409], [-1.931924, 0.410198, 0.030381], [0.240257, 0.417081, -0.129620], [2.352617, 0.846559, 0.850422], [2.376665, 0.561118, -0.807199], [-2.789059, 0.911261, -0.144190], [-0.863789, -1.650803, -0.035243], [-2.082266, -0.973017, 0.101525], [-0.832476, 1.147388, 0.056819], [1.596398, -1.119870, 0.079089]], "forces_ev_per_a": [[0.6, -0.8, -0.9], [1.8, -0.1, -0.5], [0.7, -4.4, 0.5], [-0.3, 2.1, 2.1], [-1.1, -0.5, 0.5], [-0.3, 0.3, -0.7], [-3.0, 1.5, 0.2], [-2.0, -1.3, 1.4], [3.1, 2.5, -1.6], [1.7, 0.6, -1.2], [-1.2, 0.0, 0.2]], "nbo_charge": [-0.113, 0.411, 0.186, 0.163, 0.228, 0.214, 0.182, -0.228, -0.192, -0.381, -0.472]}